Formula: C2H5FO
Source: OMol25
Level of theory: wB97M-V/def2-TZVPD

lowest unoccupied orbital energy: -1.385 eV
orbital gap: 9.06 eV

Last column: natural (NBO) charge in e.
Geometry (Å):
C  0.68  0.62  -0.29  -0.149
C  -0.66  0.61  0.31  0.003
H  2.65  -0.41  0.48  0.402
H  1.47  1.63  -0.16  0.196
H  0.34  0.87  -1.33  0.183
H  -1.33  1.34  0.39  0.181
H  -0.33  0.47  1.37  0.159
O  1.09  -0.76  0.09  -0.612
F  -1.29  -0.58  -0.18  -0.364

=====

Formula: C2H5FO2Tl
Source: OMol25
Level of theory: wB97M-V/def2-TZVPD

lowest unoccupied orbital energy (spin up / spin down): -0.027 / -3.354 eV
multiplicity: 2
orbital gap (spin up / spin down): 9.66 / 5.46 eV

Last column: Mulliken spin population.
Geometry (Å):
Tl  -0.72  -0.31  -2.16  0.370
O  -0.73  -1.92  -1.06  0.130
C  0.48  0.85  0.76  -0.001
O  0.17  -0.03  -0.30  0.033
C  -0.19  -1.40  0.05  0.005
H  0.61  1.86  0.35  0.000
H  -0.36  0.90  1.48  0.001
H  1.37  0.48  1.30  0.000
H  0.75  -1.89  0.39  0.005
H  -0.89  -1.33  0.91  0.003
F  -0.49  2.79  -1.72  0.455

=====

Formula: C2H5FO2Yb
Source: OMol25
Level of theory: wB97M-V/def2-TZVPD

lowest unoccupied orbital energy (spin up / spin down): -0.460 / -0.459 eV
orbital gap (spin up / spin down): 6.66 / 6.66 eV

Last column: natural (NBO) charge in e.
Geometry (Å):
O  0.57  -1.27  -0.14  -1.030
C  1.89  -1.01  0.04  0.255
O  1.99  0.31  0.61  -0.629
C  3.02  0.50  1.56  -0.253
Yb  -0.86  0.16  0.57  1.795
H  2.46  -0.96  -0.91  0.119
H  2.37  -1.72  0.75  0.110
H  3.34  1.55  1.54  0.189
H  3.88  -0.16  1.33  0.178
H  2.65  0.25  2.56  0.165
F  -2.37  1.18  1.45  -0.898

=====

| no. | E (eV) |
| --- | --- |
| 1 | -6914.014 |
| 2 | -13656.110 |
| 3 | -40497.407 |